a:
Molecular formula: C17H19NO
Method: DFT, wB97M-V/def2-TZVPD

As for the charge: 0. The HOMO energy comes out at -0.285 hartree. For the frontier orbital gap, the calculation gives 8.50 eV. The SMILES is Cc1c[nH]c2ccccc12.CCc1ccc(O)cc1.

Atoms and positions in Å:
C: -1.1541 -3.3916 1.6862
C: -0.1023 -2.3650 1.4436
C: 0.4596 -1.4208 2.2195
N: 1.1569 -0.4945 1.4788
C: 1.1651 -0.9293 0.1732
C: 1.8938 -0.4591 -0.9148
C: 1.5230 -0.9273 -2.1699
C: 0.7479 -2.0867 -2.2609
C: 0.2672 -2.7387 -1.1263
C: 0.3944 -2.0983 0.1067
H: -0.8947 -4.4507 1.7207
H: -1.9054 -3.2518 0.9089
H: -1.6868 -3.1907 2.6141
H: 0.1987 -1.3046 3.2707
H: 1.2876 0.4599 1.7558
H: 2.7368 0.1958 -0.7106
H: 1.6989 -0.2902 -3.0272
H: 0.6138 -2.5936 -3.2162
H: -0.1244 -3.7561 -1.1632
C: -2.2257 -0.1212 0.0817
C: -2.3779 1.4047 -0.1057
C: -1.0202 2.0294 -0.1739
C: -0.4966 2.6844 0.9240
C: 0.8170 3.1447 0.9628
C: 1.5100 3.1163 -0.2354
O: 2.7947 3.6144 -0.2370
C: 1.0448 2.3963 -1.3252
C: -0.2317 1.8842 -1.3164
H: -1.8566 -0.6233 -0.7848
H: -3.1297 -0.6235 0.4494
H: -1.6144 -0.2646 0.9873
H: -2.9065 1.5416 -1.0418
H: -3.0281 1.8296 0.6577
H: -0.9158 2.4272 1.9009
H: 1.1776 3.4018 1.9538
H: 3.2060 3.4203 -1.0887
H: 1.6860 2.3781 -2.1976
H: -0.7091 1.4530 -2.2003

Mulliken atomic charge list, values in e, 4 entries: atom 1 (C): -1.571, atom 2 (C): 0.258, atom 3 (C): -0.721, atom 4 (N): 0.093


b:
Molecular formula: C17H19NO
Method: DFT, wB97M-V/def2-TZVPD

As for the charge: 0. The HOMO energy comes out at -0.287 hartree. For the frontier orbital gap, the calculation gives 8.64 eV. The SMILES is Cc1c[nH]c2ccccc12.CCc1ccc(O)cc1.

Atoms and positions in Å:
C: 2.7832 0.5278 0.6171
C: 2.1923 1.6230 1.4413
C: 2.6999 2.4648 2.3652
N: 1.7459 3.3404 2.8309
C: 0.5964 3.1505 2.0759
C: -0.6672 3.7136 2.1831
C: -1.7135 3.1621 1.4567
C: -1.4960 2.0645 0.6343
C: -0.2129 1.5324 0.4533
C: 0.8097 2.0375 1.2462
H: 2.1040 -0.3211 0.6925
H: 3.7690 0.1376 0.8472
H: 2.7453 0.8459 -0.4271
H: 3.7133 2.5085 2.7295
H: 1.9380 4.2370 3.2474
H: -0.8414 4.6314 2.7330
H: -2.7093 3.5877 1.5653
H: -2.3060 1.4843 0.2080
H: -0.0731 0.8667 -0.3865
C: 1.9623 -2.6627 -1.4387
C: 0.9871 -1.5854 -1.9732
C: -0.4675 -1.7676 -1.6504
C: -0.8759 -2.0490 -0.3406
C: -2.1706 -2.4758 -0.0941
C: -3.1343 -2.4184 -1.0843
O: -4.3977 -2.8910 -0.9198
C: -2.7855 -1.9196 -2.3279
C: -1.4530 -1.6081 -2.6033
H: 1.3813 -3.4242 -0.9199
H: 2.7449 -2.2105 -0.8252
H: 2.5267 -3.0871 -2.2576
H: 1.2833 -0.6017 -1.5704
H: 1.1563 -1.4313 -3.0331
H: -0.1308 -2.0347 0.4329
H: -2.4001 -2.9072 0.8672
H: -4.5263 -3.3795 -0.0865
H: -3.5680 -1.7732 -3.0598
H: -1.2096 -1.3671 -3.6286

Mulliken atomic charge list, values in e, 4 entries: atom 1 (C): -0.826, atom 2 (C): 0.424, atom 3 (C): -0.798, atom 4 (N): -0.119


Quick ranking, most stable first: b, a.